1) The following is a DFT calculation (ωB97M-V with the def2-TZVPD basis set) of an isolated ion of composition C5H16N3 and charge +1.

SMILES = NCNCCCC[NH3+]
orbital gap = 7.2 eV
HOMO energy = -11.134 eV
net charge = +1
2S+1 = 1
M = 118.2 g mol⁻¹

```
24
C5H16N3 (ωB97M-V with the def2-TZVPD basis set)
N -1.3358 -0.7764 3.6292
C -2.0292 -0.4867 2.4015
N -1.3458 0.2063 1.3285
C -1.3503 -0.5173 -0.0214
C -0.3222 0.0444 -0.9922
C 1.1589 -0.3040 -0.6911
C 2.1663 0.0914 -1.8869
N 1.7801 1.3730 -2.4830
H -0.2314 -0.8106 3.5937
H -1.7360 -0.1600 4.2961
H -2.4416 -1.4472 2.0495
H -2.9143 0.1493 2.5336
H -0.3063 0.3287 1.5057
H -1.1091 -1.6553 0.1234
H -2.4204 -0.4193 -0.1342
H -0.3715 1.1294 -0.8606
H -0.6016 -0.3966 -1.9810
H 1.5795 0.3990 0.1047
H 1.2727 -1.3735 -0.3763
H 2.1854 -0.7163 -2.6021
H 3.2302 0.2010 -1.5234
H 1.1880 1.2292 -3.3273
H 1.3140 1.9958 -1.8424
H 2.6405 1.9159 -2.8442
```

---

2) The following is a DFT calculation (ωB97M-V with the def2-TZVPD basis set) of a 2-piece molecular cluster, C5H16N3 overall.

orbital gap = 7.9 eV
HOMO energy = -11.476 eV
net charge = +1
2S+1 = 1
M = 118.2 g mol⁻¹

```
24
C5H16N3 (ωB97M-V with the def2-TZVPD basis set)
C -2.0226 -2.0083 -0.2152
C -1.9449 -0.5025 -0.3725
N -2.9686 -0.0312 -1.3792
C -3.0191 1.4528 -1.5502
H -1.7980 -2.5044 -1.1596
H -1.2945 -2.3343 0.5240
H -3.0184 -2.3178 0.1079
H -2.1558 0.0321 0.5514
H -0.9796 -0.1775 -0.7517
H -3.8866 -0.3798 -1.0978
H -2.7622 -0.4767 -2.2761
H -3.2628 1.9004 -0.5915
H -3.7814 1.6978 -2.2846
H -2.0453 1.7898 -1.8928
C 1.1103 -0.0654 1.3709
N 2.5205 0.1818 1.6011
C 3.2743 0.6942 0.5640
N 4.5013 0.4150 0.4263
H 0.6410 -0.3197 2.3187
H 0.6484 0.8529 1.0039
H 0.9332 -0.8762 0.6511
H 3.0043 -0.5665 2.0803
H 2.7194 1.3877 -0.0768
H 4.8858 0.9493 -0.3479
```

---

3) The following is a DFT calculation (ωB97M-V with the def2-TZVPD basis set) of a 2-piece molecular cluster, C5H16N3 overall.

orbital gap = 9.7 eV
HOMO energy = -12.675 eV
net charge = +1
2S+1 = 1
M = 118.2 g mol⁻¹

```
24
C5H16N3 (ωB97M-V with the def2-TZVPD basis set)
C -2.2788 -0.1135 -1.5886
C -1.7966 1.0777 -1.2318
N -1.1735 1.3950 -0.0093
C -1.3870 2.7795 0.4498
H -2.3111 -0.9030 -0.8428
H -2.7781 -0.2484 -2.5342
H -1.7352 1.8854 -1.9553
H -1.4707 0.7640 0.7305
H -0.7979 2.9347 1.3497
H -1.1133 3.5119 -0.3040
H -2.4376 2.9428 0.6991
N 0.9673 -0.3615 -0.9938
C 1.2523 -1.5966 -0.1652
C 1.8213 -1.1575 1.1705
N 2.2634 -2.3663 1.8786
H 0.3753 0.3346 -0.4666
H 1.8445 0.0416 -1.3026
H 0.4115 -0.5904 -1.8135
H 0.3194 -2.1469 -0.0800
H 2.0116 -2.1825 -0.6769
H 2.6772 -0.5010 1.0073
H 1.0782 -0.5884 1.7467
H 2.8114 -2.0695 2.6768
H 1.4465 -2.8416 2.2555
```

---

4) The following is a DFT calculation (ωB97M-V with the def2-TZVPD basis set) of a 2-piece molecular cluster, C5H16N3 overall.

orbital gap = 10.5 eV
HOMO energy = -13.330 eV
net charge = +1
2S+1 = 1
M = 118.2 g mol⁻¹

```
24
C5H16N3 (ωB97M-V with the def2-TZVPD basis set)
C 0.3811 -1.7271 2.6338
C -0.3933 -2.4211 1.5130
C 0.0323 -2.5079 -0.7838
N -0.2128 -1.7736 0.2199
H 0.2102 -2.2646 3.5606
H 1.4461 -1.7209 2.4057
H 0.0407 -0.6981 2.7620
H -1.4628 -2.3657 1.7384
H -0.1097 -3.4760 1.4889
H 0.1280 -3.5865 -0.6873
H 0.1435 -2.0142 -1.7425
C 0.7106 2.3732 -0.9411
N 0.7854 3.1603 -2.1726
C -0.5780 1.5811 -0.9864
N -0.8056 0.8822 0.3421
H 0.6803 3.0745 -0.1039
H 1.5632 1.7038 -0.7833
H 1.4566 3.8972 -2.0411
H 1.1687 2.5956 -2.9124
H -0.5312 0.7763 -1.7181
H -1.4392 2.2133 -1.1761
H -1.7989 0.7908 0.5467
H -0.4050 -0.1302 0.3471
H -0.4420 1.4625 1.1047
```

---

Tell me which of them is the least stable. Sure, it is 1).

---

1) The following is a DFT calculation (ωB97M-V with the def2-TZVPD basis set) of a single C5H16O2Si2 molecule.

SMILES = CO[Si@](C)(O)[Si](C)(C)C
orbital gap = 9.8 eV
HOMO energy = -9.058 eV
2S+1 = 1
M = 164.4 g mol⁻¹

```
25
C5H16O2Si2 (ωB97M-V with the def2-TZVPD basis set)
C -2.5477 -1.6907 -0.6478
O -2.3173 -0.3040 -0.6778
Si -1.2501 0.7910 0.0313
C -1.6271 0.8841 1.9773
O -1.5806 2.0746 -0.8953
Si 0.9143 0.2734 -0.5128
C 1.5178 0.4671 -2.2950
C 2.2284 1.0544 0.5871
C 1.1835 -1.6426 -0.0904
H -1.6973 -2.1766 -0.1755
H -2.4912 -2.0150 -1.7077
H -3.4797 -1.7335 -0.0343
H -0.6595 0.7392 2.6026
H -1.9592 1.8894 2.1396
H -2.3856 0.1138 2.1711
H -2.3456 2.1695 -1.3525
H 0.5596 0.2696 -2.7481
H 1.6002 1.4173 -2.7131
H 2.2746 -0.3414 -2.5364
H 3.1384 0.3233 0.7154
H 2.6657 1.9198 0.1715
H 1.8840 1.0474 1.6256
H 0.6253 -2.3846 -0.8086
H 2.2910 -1.9835 -0.0750
H 0.6760 -1.6836 0.8666
```

---

2) The following is a DFT calculation (ωB97M-V with the def2-TZVPD basis set) of a 2-piece molecular cluster, C5H16O2Si2 overall.

orbital gap (spin up / spin down) = 8.0 / 7.1 eV
HOMO energy (spin up / spin down) = -8.007 / -6.986 eV
2S+1 = 1
M = 164.4 g mol⁻¹

```
25
C5H16O2Si2 (ωB97M-V with the def2-TZVPD basis set)
C 2.3277 -0.2324 -1.7263
C -1.4149 0.8191 -0.9905
C -1.6077 -2.0259 -0.5445
C -2.3625 -0.3146 1.8205
C 1.6531 2.7718 0.7318
O 1.6990 -1.4869 1.7912
O 2.0860 -0.8401 -0.5397
Si -1.1522 -0.4848 0.3716
Si 1.2227 -0.3452 0.7169
H 2.2009 0.8866 -1.5901
H 1.4223 -0.3916 -2.4580
H 3.1125 -0.7389 -2.2617
H -1.4356 1.6930 -0.2016
H -0.5493 0.9096 -1.7918
H -2.3005 0.9480 -1.6014
H -1.2255 -2.9272 -0.0884
H -2.6212 -2.1935 -0.5989
H -1.0822 -2.0691 -1.5293
H -3.4268 0.1077 1.6938
H -2.3438 -1.3996 2.2486
H -2.0000 0.4203 2.6165
H 1.9631 3.0991 -0.2438
H 0.6901 3.1740 1.0321
H 2.6200 2.6946 1.4577
H 2.5248 -2.0742 1.6852
```

---

Tell me which of them is the least stable. Sure, it is 2).

---

1) The following is a DFT calculation (ωB97M-V with the def2-TZVPD basis set) of a 2-piece molecular cluster, H3O2 overall.

orbital gap = 8.6 eV
HOMO energy = -3.149 eV
net charge = -1
2S+1 = 1
M = 35.0 g mol⁻¹

```
5
H3O2 (ωB97M-V with the def2-TZVPD basis set)
O -0.3946 -0.3987 1.2316
H 0.5391 -0.4039 1.4977
O 0.3172 0.2167 -1.0880
H -0.4017 0.6509 -1.5402
H -0.0599 -0.0650 -0.1012
```

---

2) The following is a DFT calculation (ωB97M-V with the def2-TZVPD basis set) of a 2-piece molecular cluster, H3O2 overall.

orbital gap = 7.2 eV
HOMO energy = -2.514 eV
net charge = -1
2S+1 = 1
M = 35.0 g mol⁻¹

```
5
H3O2 (ωB97M-V with the def2-TZVPD basis set)
O 0.3654 -1.0569 0.0227
H 0.3428 -1.6272 0.7661
O -0.4097 1.7558 -0.1215
H -0.3016 1.0584 -0.7642
H 0.0031 -0.1302 0.0969
```

---

Tell me which of them is the least stable. Sure, it is 2).

---

1) The following is a DFT calculation (ωB97M-V with the def2-TZVPD basis set) of an isolated ion of composition C6H12N and charge +1.

SMILES = CC1(C)[N@H+]2C[C@]21C
orbital gap = 12.9 eV
HOMO energy = -15.822 eV
net charge = +1
2S+1 = 1
M = 98.2 g mol⁻¹

```
19
C6H12N (ωB97M-V with the def2-TZVPD basis set)
C -1.8823 0.5880 0.6105
C -0.6822 -0.0455 0.0189
C -0.9013 -1.5121 -0.2612
N 0.1552 0.7373 -1.0256
C 0.6252 1.7966 -0.0542
C 0.6857 0.3728 0.2353
C 2.2736 -0.5193 0.1867
H -2.8349 0.0552 0.2957
H -2.2276 1.5664 0.1684
H -1.7136 0.8162 1.6570
H -0.1805 -1.9827 -0.9787
H -1.9152 -1.8184 -0.8026
H -0.9546 -2.0621 0.6916
H 0.3936 0.9021 -1.9911
H -0.0729 2.5826 0.5395
H 1.4712 2.1873 -0.6234
H 2.7831 -0.0170 -0.6800
H 1.8712 -1.4987 0.0313
H 2.7784 -0.5585 1.1158
```

---

2) The following is a DFT calculation (ωB97M-V with the def2-TZVPD basis set) of an isolated ion of composition C6H12N and charge +1.

SMILES = C=C[C@H](C)[N+](=C)C
orbital gap = 9.3 eV
HOMO energy = -14.380 eV
net charge = +1
2S+1 = 1
M = 98.2 g mol⁻¹

```
19
C6H12N (ωB97M-V with the def2-TZVPD basis set)
C -0.5287 1.8227 -1.5740
C 0.3623 1.0959 -0.9296
C -0.0009 0.4976 0.3590
C 1.0462 0.8662 1.4180
N -0.1061 -0.9890 0.1647
C 0.5068 -1.8281 0.9106
C -0.9000 -1.5005 -0.9039
H -0.4368 2.5331 -2.5002
H -1.4413 1.8779 -1.1683
H 1.4485 1.1872 -1.2399
H -1.0362 0.8226 0.8195
H 1.9283 0.4489 1.2580
H 0.7419 0.4190 2.3088
H 1.0480 1.9255 1.4879
H 0.9684 -1.5148 1.7720
H 0.1106 -2.8422 0.8709
H -1.7498 -2.0367 -0.4520
H -0.2952 -2.1275 -1.3971
H -1.3640 -0.7288 -1.4880
```

---

3) The following is a DFT calculation (ωB97M-V with the def2-TZVPD basis set) of a 2-piece molecular cluster, C6H12N overall.

orbital gap = 9.6 eV
HOMO energy = -12.885 eV
net charge = +1
2S+1 = 1
M = 98.2 g mol⁻¹

```
19
C6H12N (ωB97M-V with the def2-TZVPD basis set)
C -0.3146 0.6072 1.7606
C -1.3548 -0.1549 1.5958
C -0.3572 -0.1007 0.4867
C -1.0388 0.8881 -2.3340
C 1.8086 -1.1021 1.0872
C -0.4944 1.3807 -1.0631
N 0.6179 -1.2419 0.2461
H 0.0726 1.1439 2.6271
H -2.2336 -0.7882 1.9212
H -0.9799 1.7903 -3.0741
H -1.9908 0.4610 -2.4424
H -0.2541 0.1684 -2.6774
H 1.7181 -1.6256 1.9818
H 2.6864 -1.5570 0.6743
H 2.0357 -0.0658 1.0532
H -1.3112 1.8239 -0.4896
H 0.3693 1.9802 -1.0822
H 0.1758 -2.1655 0.5128
H 0.8450 -1.4419 -0.7839
```

---

Tell me which of them is the least stable. Sure, it is 3).